Formula: C50H60BaFN7O3S
Source: the Open Molecules 2025 dataset
Level of theory: wB97M-V/def2-TZVPD

Positions of all 123 atoms, in Å:
Ba1 0.69 0.56 -0.11
C1 0.32 3.82 2.49
C2 0.34 2.44 3.15
C3 -0.80 2.33 4.17
C4 1.68 2.10 3.78
C5 2.10 2.84 4.87
C6 3.28 2.55 5.55
C7 3.96 1.40 5.19
C8 3.57 0.61 4.12
C9 4.14 -0.80 4.04
C10 3.71 -1.61 5.26
C11 5.66 -0.84 3.87
C12 2.50 1.04 3.26
N1 2.22 0.52 2.05
C13 3.24 -0.15 1.35
C14 3.08 -1.18 0.47
N2 1.88 -1.78 0.18
C15 1.80 -2.97 -0.51
C16 0.93 -3.95 0.07
C17 0.76 -5.19 -0.51
C18 1.43 -5.53 -1.68
C19 2.24 -4.58 -2.27
C20 2.43 -3.30 -1.74
C21 3.23 -2.36 -2.64
C22 4.75 -2.50 -2.48
C23 2.80 -0.90 -2.67
C24 0.25 -3.60 1.39
C25 1.26 -3.69 2.54
C26 -0.98 -4.44 1.70
H1 -0.65 4.01 2.02
H2 1.08 3.91 1.71
H3 0.50 4.60 3.23
H4 0.14 1.70 2.38
H5 -0.71 3.11 4.93
H6 -0.77 1.36 4.67
H7 -1.77 2.45 3.67
H8 1.48 3.68 5.19
H9 3.60 3.16 6.39
H10 4.80 1.08 5.79
H11 3.70 -1.30 3.17
H12 4.13 -1.20 6.18
H13 4.04 -2.65 5.18
H14 2.62 -1.60 5.36
H15 6.17 -0.34 4.70
H16 5.96 -0.33 2.95
H17 6.02 -1.87 3.82
H18 4.26 0.21 1.48
H19 3.99 -1.52 -0.01
H20 0.10 -5.92 -0.06
H21 1.29 -6.50 -2.14
H22 2.72 -4.81 -3.22
H23 3.02 -2.74 -3.65
H24 5.09 -2.11 -1.52
H25 5.27 -1.94 -3.26
H26 5.05 -3.55 -2.54
H27 3.13 -0.34 -1.79
H28 1.71 -0.82 -2.77
H29 3.24 -0.40 -3.53
H30 -0.05 -2.55 1.31
H31 1.63 -4.71 2.65
H32 0.80 -3.38 3.48
H33 2.10 -3.02 2.36
H34 -0.71 -5.48 1.91
H35 -1.70 -4.44 0.88
H36 -1.48 -4.05 2.59
C27 4.85 5.79 3.60
C28 4.29 5.23 2.32
C29 4.12 3.86 2.17
C30 3.59 3.33 1.00
C31 3.23 4.18 -0.03
C32 3.40 5.55 0.09
C33 3.93 6.07 1.26
S1 2.46 3.51 -1.48
O1 2.65 4.47 -2.55
O2 3.05 2.20 -1.69
N3 0.97 3.32 -0.98
C34 -0.14 3.36 -1.77
C35 -0.25 3.98 -3.04
C36 -1.45 3.96 -3.69
C37 -2.56 3.34 -3.11
C38 -2.37 2.75 -1.88
N4 -1.21 2.74 -1.22
H37 4.48 5.21 4.45
H38 4.57 6.83 3.74
H39 5.94 5.73 3.61
H40 4.36 3.19 3.00
H41 3.41 2.27 0.93
H42 3.11 6.20 -0.73
H43 4.05 7.14 1.37
H44 0.62 4.46 -3.46
H45 -1.54 4.43 -4.67
H46 -3.52 3.30 -3.60
H47 -3.19 2.24 -1.39
C39 -2.07 -2.20 4.90
N5 -2.42 -1.63 3.61
C40 -3.66 -1.74 3.09
C41 -3.97 -1.18 1.91
C42 -2.92 -0.46 1.24
N6 -1.69 -0.36 1.73
C43 -1.39 -0.92 2.94
O3 -0.31 -0.84 3.49
N7 -3.20 0.14 0.06
H48 -2.93 -2.76 5.28
H49 -1.79 -1.42 5.60
H50 -1.21 -2.87 4.79
H51 -4.37 -2.32 3.66
H52 -4.94 -1.29 1.46
H53 -4.00 -0.22 -0.43
H54 -2.39 0.26 -0.56
F1 -6.38 -2.52 -1.72
C44 -5.06 -2.15 -1.91
C45 -4.05 -2.91 -1.34
C46 -2.73 -2.54 -1.53
C47 -2.36 -1.38 -2.28
C48 -1.04 -0.89 -2.26
C49 -3.44 -0.72 -2.93
C50 -4.76 -1.08 -2.73
H55 -4.30 -3.78 -0.74
H56 -1.94 -3.13 -1.07
H57 -0.77 -0.16 -3.03
H58 -0.26 -1.60 -2.01
H59 -3.21 0.14 -3.56
H60 -5.57 -0.54 -3.22

Calculated total energy: -3074.00834 Ha
ΔE to the lowest compared entry with this formula, charge and spin: 0.0 kcal/mol
Highest occupied orbital energy: -0.50 eV
M: 995.469 Da
Charge: -2
Multiplicity: 1